Record 1
The following is a quantum chemistry calculation of 7 unconnected molecules or ions with the total composition C47H55F2N4O4 at a distorted geometry, from the Open Molecules 2025 dataset.

CARTESIAN COORDINATES (ANGSTROEM)
C  1.97  -0.69  -1.38
C  3.11  0.01  -2.20
C  3.63  1.26  -1.54
O  4.58  1.24  -0.88
O  2.99  2.48  -1.75
C  1.64  2.47  -1.37
C  1.15  3.91  -1.43
N  -0.24  3.96  -0.87
C  -0.44  4.61  0.43
O  -1.14  3.81  1.32
N  -0.33  3.45  2.47
O  -0.50  2.36  2.75
C  -1.18  3.46  -1.54
N  -1.12  2.82  -2.79
C  -2.12  1.73  -2.62
C  -2.81  2.00  -1.23
F  -2.09  1.49  -0.22
C  -4.29  1.59  -1.19
C  -5.28  2.72  -1.30
F  -4.47  0.92  -0.02
N  -2.54  3.46  -1.09
H  1.01  -0.61  -1.88
H  1.89  -0.19  -0.42
H  2.24  -1.72  -1.23
H  2.82  0.17  -3.23
H  3.94  -0.67  -2.22
H  1.09  1.83  -2.07
H  1.45  2.07  -0.37
H  1.79  4.60  -0.91
H  1.06  4.19  -2.48
H  -0.90  5.59  0.33
H  0.55  4.78  0.84
H  -1.50  3.42  -3.52
H  -1.66  0.75  -2.63
H  -2.93  1.83  -3.33
H  -4.43  0.85  -1.97
H  -4.93  3.57  -1.89
H  -6.17  2.35  -1.81
H  -5.56  3.10  -0.33
H  -3.00  3.93  -1.87
C  -5.64  -1.89  -2.84
C  -4.75  -2.53  -3.70
C  -5.13  -2.82  -5.00
C  -6.39  -2.46  -5.46
C  -7.28  -1.82  -4.60
C  -6.91  -1.54  -3.29
H  -5.35  -1.67  -1.82
H  -3.76  -2.80  -3.35
H  -4.43  -3.32  -5.67
H  -6.68  -2.68  -6.48
H  -8.26  -1.55  -4.96
H  -7.60  -1.05  -2.63
C  -1.42  -3.16  -7.25
C  -1.77  -1.84  -7.00
C  -1.37  -0.84  -7.87
C  -0.63  -1.16  -9.00
C  -0.29  -2.48  -9.26
C  -0.68  -3.48  -8.38
H  -1.73  -3.95  -6.57
H  -2.36  -1.60  -6.12
H  -1.64  0.19  -7.67
H  -0.32  -0.38  -9.68
H  0.29  -2.73  -10.14
H  -0.41  -4.51  -8.58
C  8.63  1.19  0.21
C  9.75  1.12  1.03
C  9.66  1.51  2.36
C  8.45  1.96  2.87
C  7.33  2.02  2.05
C  7.42  1.64  0.72
H  8.70  0.88  -0.83
H  10.69  0.77  0.63
H  10.53  1.47  2.99
H  8.38  2.26  3.91
H  6.38  2.37  2.45
H  6.55  1.69  0.08
C  -0.78  1.65  5.78
C  -0.18  0.99  6.85
C  -0.84  0.90  8.07
C  -2.10  1.47  8.22
C  -2.70  2.13  7.15
C  -2.03  2.23  5.94
H  -0.26  1.73  4.84
H  0.79  0.54  6.73
H  -0.38  0.38  8.90
H  -2.62  1.39  9.16
H  -3.68  2.57  7.27
H  -2.49  2.75  5.11
C  4.33  -5.50  -3.60
C  4.03  -4.79  -4.76
C  4.53  -3.50  -4.93
C  5.33  -2.93  -3.96
C  5.63  -3.64  -2.80
C  5.12  -4.92  -2.62
H  3.94  -6.50  -3.47
H  3.41  -5.24  -5.52
H  4.29  -2.95  -5.83
H  5.72  -1.93  -4.10
H  6.26  -3.20  -2.04
H  5.36  -5.47  -1.72
C  -2.33  -1.89  10.25
C  -1.74  -2.56  11.32
C  -2.40  -2.65  12.53
C  -3.65  -2.08  12.69
C  -4.25  -1.42  11.62
C  -3.58  -1.32  10.41
H  -1.81  -1.82  9.30
H  -0.76  -3.01  11.20
H  -1.93  -3.17  13.37
H  -4.17  -2.16  13.63
H  -5.23  -0.98  11.74
H  -4.04  -0.80  9.58

- charge = +1
- 2S+1 = 1
- HOMO (eV) = -10.4275
- HOMO-LUMO gap (eV) = 6.344

---

Record 2
The following is a quantum chemistry calculation of a molecular structure, C47H55GeO2PdSe, from the Open Molecules 2025 dataset.

CARTESIAN COORDINATES (ANGSTROEM)
Pd  0.42  0.51  1.73
C  2.81  -5.01  -2.65
C  3.07  -3.63  -3.26
C  4.48  -3.63  -3.86
C  2.07  -3.39  -4.40
C  2.90  -2.55  -2.19
C  1.67  -2.39  -1.56
C  1.48  -1.41  -0.61
Se  -0.31  -1.29  0.11
C  -1.08  -0.03  -1.12
C  -1.71  -0.54  -2.24
C  -2.27  0.30  -3.18
C  -2.14  1.67  -2.95
C  -1.50  2.23  -1.85
C  -0.97  1.36  -0.84
O  -0.46  1.80  0.25
C  -1.45  3.77  -1.77
C  -2.85  4.28  -1.39
C  -1.06  4.36  -3.14
C  -0.45  4.34  -0.76
C  -2.98  -0.19  -4.44
C  -3.01  -1.72  -4.52
C  -4.43  0.31  -4.45
C  -2.26  0.34  -5.69
C  2.51  -0.51  -0.18
O  2.32  0.42  0.69
C  3.78  -0.70  -0.82
C  3.91  -1.69  -1.79
C  5.04  0.13  -0.52
C  5.45  0.89  -1.80
C  6.18  -0.81  -0.11
C  4.92  1.18  0.60
H  2.93  -5.80  -3.41
H  1.80  -5.08  -2.24
H  3.51  -5.21  -1.84
H  4.56  -4.41  -4.62
H  5.24  -3.83  -3.10
H  4.72  -2.67  -4.32
H  2.19  -4.15  -5.18
H  2.23  -2.41  -4.85
H  1.04  -3.44  -4.05
H  0.84  -3.03  -1.82
H  -1.76  -1.62  -2.36
H  -2.57  2.35  -3.68
H  -3.60  3.97  -2.12
H  -2.86  5.37  -1.33
H  -3.14  3.88  -0.41
H  -1.78  4.13  -3.92
H  -0.08  3.98  -3.45
H  -1.00  5.45  -3.06
H  -0.71  4.07  0.26
H  -0.46  5.43  -0.85
H  0.56  3.98  -0.94
H  -3.54  -2.16  -3.68
H  -2.00  -2.13  -4.55
H  -3.52  -2.03  -5.44
H  -4.97  -0.06  -3.57
H  -4.96  -0.03  -5.35
H  -4.48  1.40  -4.43
H  -1.23  -0.02  -5.71
H  -2.24  1.43  -5.70
H  -2.77  0.00  -6.60
H  4.88  -1.79  -2.26
H  5.65  0.21  -2.63
H  6.35  1.48  -1.61
H  4.65  1.57  -2.10
H  6.41  -1.55  -0.89
H  5.92  -1.35  0.80
H  7.09  -0.24  0.08
H  4.17  1.93  0.37
H  5.89  1.66  0.71
H  4.64  0.72  1.55
C  0.98  -0.32  3.22
Ge  -0.77  -0.12  4.25
C  -1.66  1.56  3.71
C  -0.91  2.71  3.45
C  -1.51  3.90  3.08
C  -2.89  3.97  2.97
C  -3.66  2.85  3.24
C  -3.05  1.66  3.60
C  -1.94  -1.63  3.83
C  -2.76  -1.61  2.70
C  -3.53  -2.71  2.35
C  -3.48  -3.86  3.13
C  -2.67  -3.90  4.25
C  -1.90  -2.80  4.59
C  -0.56  -0.02  6.20
C  0.60  0.52  6.75
C  0.72  0.67  8.13
C  -0.31  0.28  8.97
C  -1.47  -0.26  8.43
C  -1.59  -0.41  7.05
H  0.18  2.68  3.54
H  -0.90  4.77  2.87
H  -3.37  4.90  2.67
H  -4.74  2.90  3.16
H  -3.67  0.79  3.80
H  -2.78  -0.73  2.06
H  -4.15  -2.68  1.46
H  -4.08  -4.72  2.86
H  -2.62  -4.80  4.85
H  -1.26  -2.85  5.47
H  1.42  0.81  6.11
H  1.63  1.09  8.54
H  -0.21  0.40  10.04
H  -2.28  -0.56  9.08
H  -2.50  -0.83  6.64

- charge = -1
- 2S+1 = 1
- HOMO (spin up / spin down) (eV) = -4.3367 / -4.3395
- HOMO-LUMO gap (spin up / spin down) (eV) = 6.512 / 6.513

---

Record 3
The following is a quantum chemistry calculation of a molecular structure, C47H55IrN6S6 at a distorted geometry, from the Open Molecules 2025 dataset.

CARTESIAN COORDINATES (ANGSTROEM)
Ir  -0.07  -0.10  0.00
C  -3.05  -1.89  -5.09
C  -3.63  -2.33  -3.74
C  -2.59  -2.30  -2.66
C  -1.88  -3.33  -2.15
C  -1.90  -4.78  -2.53
C  -0.70  -5.14  -3.42
C  -0.96  -2.76  -1.18
N  -1.12  -1.41  -1.14
C  -2.13  -1.09  -2.00
C  -2.69  0.17  -2.16
C  -2.27  1.33  -1.52
C  -2.91  2.62  -1.67
C  -4.15  2.90  -2.46
C  -3.85  3.18  -3.94
C  -2.17  3.50  -0.96
C  -1.08  2.74  -0.37
C  -0.05  3.28  0.38
C  0.98  2.58  0.98
N  1.09  1.22  1.02
C  2.21  0.93  1.74
C  2.66  -0.36  2.03
C  2.10  -1.54  1.58
N  1.06  -1.63  0.71
C  0.84  -2.96  0.50
C  -0.09  -3.48  -0.38
C  1.77  -3.75  1.29
C  2.56  -2.87  1.95
C  3.71  -3.16  2.86
C  5.06  -3.04  2.14
C  1.83  -5.24  1.31
C  2.60  -5.80  0.11
C  2.85  2.16  2.18
C  2.09  3.18  1.70
C  2.31  4.65  1.83
C  2.96  5.24  0.57
C  4.12  2.23  2.95
C  5.35  1.92  2.08
N  -1.19  1.43  -0.71
C  -2.38  4.97  -0.80
C  -1.55  5.80  -1.79
H  -3.81  -1.95  -5.87
H  -2.22  -2.53  -5.37
H  -2.68  -0.86  -5.04
H  -4.04  -3.34  -3.83
H  -4.46  -1.66  -3.47
H  -2.83  -4.99  -3.07
H  -1.90  -5.40  -1.64
H  -0.73  -4.57  -4.35
H  -0.71  -6.20  -3.67
H  0.24  -4.91  -2.92
H  -3.53  0.26  -2.83
H  -4.67  3.76  -2.04
H  -4.83  2.04  -2.39
H  -3.21  4.06  -4.04
H  -4.77  3.36  -4.49
H  -3.34  2.33  -4.40
H  -0.05  4.36  0.51
H  3.53  -0.45  2.66
H  -0.14  -4.56  -0.46
H  3.61  -4.17  3.25
H  3.69  -2.48  3.71
H  5.11  -3.74  1.30
H  5.88  -3.26  2.82
H  5.20  -2.04  1.73
H  0.82  -5.65  1.31
H  2.32  -5.57  2.23
H  2.14  -5.50  -0.83
H  2.62  -6.89  0.14
H  3.63  -5.44  0.11
H  2.96  4.84  2.69
H  1.36  5.16  2.02
H  3.91  4.74  0.36
H  3.15  6.30  0.70
H  2.31  5.10  -0.30
H  4.09  1.52  3.79
H  4.23  3.23  3.37
H  5.31  0.89  1.71
H  6.26  2.04  2.66
H  5.38  2.59  1.22
H  -2.12  5.28  0.22
H  -3.44  5.20  -0.94
H  -0.49  5.60  -1.67
H  -1.73  6.86  -1.64
H  -1.83  5.54  -2.82
N  -0.85  0.19  3.86
C  -1.96  -0.14  3.21
S  -1.95  -0.69  1.60
N  -3.16  -0.05  3.79
C  -3.55  -0.12  5.16
C  -2.73  -0.59  6.17
C  -3.24  -0.75  7.45
C  -4.56  -0.45  7.73
C  -5.38  0.05  6.72
C  -4.88  0.21  5.44
H  0.01  0.24  3.34
H  -0.90  0.67  4.75
H  -3.92  -0.17  3.14
H  -1.70  -0.86  5.97
H  -2.59  -1.12  8.24
H  -4.96  -0.60  8.72
H  -6.41  0.31  6.93
H  -5.51  0.58  4.64
C  5.10  0.00  -1.44
S  4.96  1.34  -2.65
C  3.77  0.75  -3.77
C  2.51  0.22  -3.47
S  1.84  0.27  -1.95
S  1.65  -0.43  -4.85
C  2.79  0.03  -6.07
S  2.63  -0.31  -7.65
S  4.18  0.87  -5.43
H  5.96  0.25  -0.83
H  5.29  -0.94  -1.97
H  4.20  -0.07  -0.83

- charge = +1
- 2S+1 = 2
- HOMO (spin up / spin down) (eV) = -8.9525 / -8.9519
- HOMO-LUMO gap (spin up / spin down) (eV) = 5.583 / 4.268

---

Record 4
The following is a quantum chemistry calculation of a molecular structure, C47H56N7O2P2ScSe, from the Open Molecules 2025 dataset.

CARTESIAN COORDINATES (ANGSTROEM)
Sc  -0.09  -0.27  -0.92
O  2.25  -1.60  -4.35
C  1.36  -1.30  -3.56
N  1.43  -0.82  -2.33
C  2.60  -0.53  -1.62
C  3.78  -0.02  -2.17
C  4.80  0.39  -1.34
C  4.64  0.33  0.05
C  3.48  -0.20  0.59
C  2.47  -0.67  -0.23
N  1.31  -1.38  0.27
C  1.74  -2.56  0.90
O  2.94  -2.86  0.94
C  0.84  -3.49  1.58
C  1.28  -4.31  2.62
C  0.44  -4.52  3.71
C  -0.55  -3.51  3.93
C  -1.01  -2.81  2.87
N  -0.64  -3.47  1.62
C  -0.09  -1.44  -3.97
C  -0.41  -1.90  -5.23
C  -1.73  -1.91  -5.63
C  -2.69  -1.44  -4.74
C  -2.29  -1.02  -3.49
N  -1.02  -1.03  -3.08
H  3.88  0.03  -3.25
H  5.72  0.77  -1.76
H  5.43  0.66  0.70
H  3.35  -0.30  1.66
H  2.30  -4.65  2.62
H  0.74  -5.17  4.52
H  -0.83  -3.22  4.93
H  -1.49  -1.85  2.84
H  0.40  -2.22  -5.87
H  -2.02  -2.26  -6.61
H  -3.74  -1.40  -5.01
H  -3.01  -0.64  -2.78
C  2.21  4.16  -3.08
C  2.02  2.89  -2.25
C  2.61  3.06  -0.85
P  0.29  2.24  -2.07
C  -0.55  2.74  -3.64
C  -2.06  2.57  -3.54
C  0.02  1.99  -4.85
C  -0.54  3.29  -0.87
C  -0.70  4.66  -1.03
C  -1.45  5.42  -0.15
C  -2.09  4.76  0.89
C  -1.96  3.39  1.07
C  -1.15  2.61  0.21
N  -1.00  1.23  0.34
C  -1.56  0.70  1.53
C  -1.07  1.09  2.78
C  -1.73  0.74  3.94
C  -2.89  -0.03  3.88
C  -3.33  -0.51  2.66
C  -2.65  -0.19  1.48
P  -2.87  -1.01  -0.11
C  -4.63  -0.73  -0.69
C  -5.13  -1.87  -1.58
C  -5.65  -0.43  0.40
C  -2.72  -2.84  0.20
C  -1.22  -3.17  0.30
C  -3.59  -3.55  1.24
H  3.28  4.38  -3.14
H  1.74  5.02  -2.61
H  1.83  4.06  -4.10
H  2.56  2.08  -2.74
H  2.17  3.93  -0.36
H  3.69  3.21  -0.91
H  2.43  2.18  -0.23
H  -0.34  3.81  -3.77
H  -2.33  1.52  -3.38
H  -2.54  2.89  -4.46
H  -2.48  3.15  -2.72
H  -0.25  0.93  -4.81
H  1.11  2.05  -4.90
H  -0.39  2.40  -5.77
H  -0.24  5.15  -1.88
H  -1.56  6.49  -0.28
H  -2.72  5.31  1.58
H  -2.49  2.93  1.88
H  -0.18  1.70  2.82
H  -1.32  1.05  4.89
H  -3.42  -0.29  4.79
H  -4.18  -1.17  2.63
H  -4.54  0.17  -1.30
H  -5.37  -2.75  -0.99
H  -4.41  -2.17  -2.35
H  -6.04  -1.56  -2.09
H  -5.83  -1.30  1.03
H  -6.61  -0.16  -0.06
H  -5.34  0.40  1.03
H  -3.01  -3.22  -0.78
H  -0.85  -4.46  1.83
H  -0.60  -2.38  -0.09
H  -0.99  -4.06  -0.30
H  -3.35  -3.25  2.25
H  -3.46  -4.63  1.16
H  -4.65  -3.34  1.06
C  3.73  2.37  3.99
N  4.29  1.04  3.95
C  5.60  0.71  3.65
C  5.67  -0.64  3.64
N  4.41  -1.12  3.93
C  4.05  -2.52  3.95
C  3.55  -0.09  4.11
Se  1.75  -0.17  4.43
H  4.55  3.09  3.97
H  3.14  2.50  4.89
H  3.08  2.53  3.13
H  6.35  1.46  3.48
H  6.50  -1.29  3.44
H  4.76  -3.07  4.57
H  4.04  -2.91  2.93
H  3.05  -2.61  4.36

- charge = 0
- 2S+1 = 1
- HOMO (eV) = -6.6097
- HOMO-LUMO gap (eV) = 6.462
- ΔE to the lowest compared entry with this formula, charge and spin (kJ/mol) = 443.23

---

Electronic energy? In order: -69204.92513, -179067.49367, -126421.45705, -168800.23270 eV.